Record 1
C75H112BaBr4N5O25 | ωB97M-V/def2-TZVPD

```
222
Properties=species:S:1:pos:R:3:forces:R:3:lowdin_charge:R:1
Ba -0.8243 1.1183 3.5864 0.48 -1.50 -1.43 1.98
C -0.7225 0.9907 -0.6389 0.00 -1.57 -0.11 -0.04
C -0.4945 -0.4339 -0.1114 -0.23 -1.29 1.97 -0.57
C 0.7799 -1.0972 -0.6087 0.74 0.68 0.06 -0.04
O -0.5902 -0.5659 1.3122 0.07 0.80 -0.19 -0.44
H -0.8468 0.8386 -1.7110 0.08 0.58 -0.30 0.07
H 0.1286 1.6348 -0.4178 -0.10 0.20 0.03 0.07
H -1.6595 1.3487 -0.2124 0.19 0.30 0.02 0.03
H -1.2404 -1.0990 -0.5467 -0.98 0.15 -0.24 0.09
H 1.0547 -2.0329 -0.1219 -0.49 0.07 0.20 0.05
H 1.5781 -0.4071 -0.3354 0.48 -0.08 -0.34 0.04
H 0.7880 -1.2982 -1.6800 0.03 0.33 -0.23 0.07
N 4.8855 -0.4034 -4.0552 -0.96 2.63 0.57 0.06
C 5.3909 0.9164 -4.1384 -0.07 -0.39 0.13 -0.10
C 4.5245 1.8253 -3.5047 0.83 -1.90 -1.14 -0.11
C 3.4525 1.0195 -3.0853 -1.08 -0.47 0.69 -0.17
C 3.6597 -0.2935 -3.4240 0.66 -0.12 0.23 -0.14
H 5.2430 -1.2791 -4.4094 0.27 0.19 -0.12 0.11
H 6.3208 1.0994 -4.6562 -0.04 -0.04 0.08 0.10
H 4.5945 2.8989 -3.4098 0.31 -0.17 -0.09 0.07
H 2.5999 1.3031 -2.4861 -0.10 0.24 -0.12 0.09
H 3.0824 -1.1561 -3.1256 0.01 0.04 -0.31 0.09
N 1.2909 -3.0312 2.3344 2.15 -2.51 -0.05 0.08
C 1.1248 -4.1207 1.4499 -1.01 1.39 0.87 -0.12
C 1.8071 -5.2211 1.9296 -0.86 0.20 -0.94 -0.10
C 2.5004 -4.8096 3.0639 0.81 1.54 1.09 -0.12
C 2.2425 -3.4590 3.2568 -1.16 0.10 -0.06 -0.17
H 0.8691 -2.1135 2.3358 -0.18 0.24 -0.67 0.09
H 0.4177 -3.9492 0.6517 0.17 -0.58 -0.01 0.08
H 1.7315 -6.2264 1.5422 0.08 0.16 -0.20 0.10
H 3.2006 -5.3456 3.6875 -0.08 -0.24 -0.18 0.10
H 2.5889 -2.7564 4.0003 0.06 -0.20 0.04 0.10
N 4.7466 -3.9432 -6.1522 -1.21 0.66 1.09 0.03
C 5.6928 -3.7677 -5.1899 1.07 -1.06 -1.04 -0.15
C 5.0751 -3.6842 -3.9787 2.25 0.75 0.98 -0.15
C 3.7135 -3.7045 -4.1527 -1.82 0.40 -1.55 -0.13
C 3.5121 -3.8229 -5.5248 0.20 -0.36 -0.78 -0.11
H 4.9005 -4.0437 -7.1453 -0.06 0.04 0.33 0.15
H 6.7228 -3.9285 -5.4721 0.08 0.28 0.34 0.12
H 5.6463 -3.4634 -3.0891 -0.17 -0.35 0.25 0.10
H 2.9485 -3.4879 -3.4217 -0.03 -0.25 -0.08 0.09
H 2.6594 -3.7774 -6.1861 -0.29 -0.12 0.53 0.10
N 3.1838 1.6933 0.4364 -0.47 1.71 1.20 0.07
C 2.9841 2.7447 1.2946 -0.07 0.08 0.77 -0.14
C 4.2104 3.3349 1.5785 -1.28 0.39 -0.86 -0.10
C 5.1454 2.7559 0.6805 0.24 -0.50 0.76 -0.09
C 4.4892 1.7041 0.1025 0.21 -1.33 -1.83 -0.16
H 2.4577 1.0340 0.1952 0.36 0.01 -0.19 0.11
H 1.9905 3.0351 1.6023 0.14 -0.34 0.27 0.08
H 4.3433 4.1706 2.2495 0.09 0.10 -0.18 0.09
H 6.1704 3.0624 0.5326 -0.03 -0.27 0.05 0.10
H 4.7053 0.9497 -0.6396 0.88 0.26 -0.01 0.10
N -2.2253 -3.1861 1.8582 -1.05 0.94 1.16 0.06
C -2.2007 -4.2924 1.1300 1.09 -0.66 -2.16 -0.17
C -2.8615 -5.2958 1.7711 -0.06 -1.41 -0.30 -0.10
C -3.3071 -4.7697 2.9748 -0.82 1.20 0.92 -0.11
C -2.9792 -3.4340 2.9671 0.19 0.45 0.94 -0.16
H -1.6867 -2.3518 1.6739 0.17 0.75 -0.13 0.10
H -1.6694 -4.1915 0.1952 -0.12 -0.78 -0.10 0.10
H -3.0788 -6.3154 1.4893 0.58 0.16 -0.43 0.10
H -3.8328 -5.2497 3.7870 -0.16 -0.13 -0.23 0.11
H -3.1777 -2.6603 3.6940 0.14 -0.04 -0.03 0.11
Br -1.6815 4.0946 -3.8049 -0.09 0.66 0.08 0.68
C -0.8376 5.3128 -5.0741 -0.09 0.20 -1.17 -0.65
C 0.2661 4.5814 -5.8049 0.42 -1.08 0.83 -0.63
Br 1.7075 4.2282 -4.5570 0.72 0.28 0.23 0.76
H -0.5108 6.2412 -4.6058 0.03 -0.34 0.30 0.06
H -1.5841 5.5858 -5.8199 -0.27 -0.10 0.20 0.07
H 0.7421 5.0079 -6.6879 -0.49 0.38 0.18 0.07
H -0.0188 3.5452 -5.9870 -0.41 0.38 -0.58 0.00
Br -7.5682 5.9791 -1.7890 0.83 -0.80 0.54 0.61
C -6.3793 4.4602 -1.2166 -1.42 -0.33 -0.32 -0.69
C -4.9496 4.8566 -1.2712 -0.32 0.08 0.26 -0.61
Br -3.9668 3.2309 -0.6452 0.04 0.98 -0.42 0.74
H -6.6785 3.6402 -1.8694 0.29 0.17 -0.13 0.06
H -6.6006 4.1350 -0.2001 -0.51 0.47 -0.04 0.03
H -4.8651 5.6382 -0.5163 0.73 -0.07 -0.13 0.05
H -4.6345 5.1870 -2.2610 0.36 -0.30 0.23 0.06
O 0.7167 -2.2769 -4.9901 -1.02 3.03 -0.51 0.07
C 0.3885 -1.1192 -5.2840 0.79 -3.14 0.99 -0.39
O 0.1182 -0.1696 -4.3126 1.06 -0.49 -1.47 -0.01
C 0.0917 1.1143 -4.9810 -1.72 0.23 -0.25 -0.19
C -0.3523 0.7840 -6.3986 -0.73 1.35 -0.83 -0.19
C 0.1962 -0.5493 -6.6861 0.69 -0.56 0.15 -0.08
H 1.0098 1.7015 -4.9973 0.37 -0.72 0.52 0.05
H -0.6883 1.6866 -4.4789 0.34 0.04 0.11 0.04
H 0.0200 1.4791 -7.1511 -0.12 0.36 0.21 0.12
H -1.4283 0.7018 -6.5518 -0.20 0.51 0.54 0.12
H 1.1375 -0.4203 -7.2203 0.30 -0.58 0.27 0.14
H -0.4841 -1.0986 -7.3369 0.28 -0.54 0.37 0.14
O 1.8104 0.1913 3.4284 2.06 -0.32 0.29 -0.07
C 3.0357 0.1606 3.5575 -0.16 0.93 -0.17 -0.43
O 3.8581 -0.5177 2.7515 -1.80 -0.34 -0.62 0.02
C 5.2186 -0.4206 3.0945 1.18 0.03 0.11 -0.17
C 5.3187 0.2276 4.4522 -1.64 -0.50 0.60 -0.11
C 3.9230 0.8934 4.5662 -0.05 0.56 0.20 -0.05
H 5.7639 0.2139 2.3957 -0.30 -0.32 -0.53 0.12
H 5.6177 -1.4336 3.1467 0.10 0.09 -0.47 0.13
H 6.1898 0.8826 4.4686 -0.28 -0.06 0.56 0.13
H 5.3166 -0.5929 5.1698 0.67 0.33 0.38 0.12
H 4.0237 1.9508 4.3212 -0.39 0.01 -0.52 0.10
H 3.3958 0.8980 5.5202 0.41 -0.33 0.25 0.12
O -0.9050 2.9968 1.7770 -1.29 3.12 -0.12 -0.17
C -1.0782 4.1732 1.4037 0.19 -1.91 0.50 -0.42
O -1.9741 5.0697 1.9523 0.92 -1.57 -0.33 0.01
C -1.8823 6.3441 1.2752 0.69 0.13 -0.51 -0.12
C -0.5548 6.2418 0.5047 0.67 1.08 -0.16 -0.13
C -0.3145 4.7609 0.2528 -1.14 0.68 0.30 -0.07
H -1.8822 7.1684 1.9884 0.20 -0.36 0.34 0.13
H -2.7571 6.5407 0.6554 -0.06 -0.61 -0.21 0.12
H 0.2415 6.6442 1.1308 0.05 -0.07 0.15 0.12
H -0.5242 6.8680 -0.3869 -0.24 -0.15 -0.08 0.12
H 0.7099 4.3951 0.1826 -0.17 0.15 0.24 0.11
H -0.8538 4.4622 -0.6461 -0.01 -0.28 -0.20 0.10
O -7.6328 -6.0623 2.5012 2.71 1.00 -2.27 0.07
C -6.7986 -5.6541 1.6643 -3.26 -1.94 2.62 -0.46
O -6.6474 -4.3498 1.4598 0.17 0.79 -0.78 0.04
C -5.7867 -4.1621 0.3252 1.04 0.77 -0.31 -0.18
C -5.6860 -5.4471 -0.4084 0.62 -1.90 -0.02 -0.14
C -5.9300 -6.4625 0.7221 -1.22 -0.01 0.11 -0.06
H -4.7808 -3.9370 0.6796 -0.10 0.55 0.23 0.10
H -6.1483 -3.4207 -0.3872 -0.29 0.50 0.62 0.12
H -4.7046 -5.6226 -0.8488 0.06 0.33 -0.07 0.12
H -6.4073 -5.5188 -1.2224 -0.20 -0.23 0.23 0.12
H -5.0926 -6.7982 1.3337 0.31 0.19 -0.45 0.11
H -6.4853 -7.3502 0.4191 0.07 0.06 0.03 0.13
O 1.2244 3.2087 3.8019 0.73 2.43 0.84 -0.05
C 1.7263 4.2227 4.3096 -0.16 -0.86 0.89 -0.44
O 1.2603 5.4588 4.2008 -2.17 0.75 -2.74 0.03
C 1.7732 6.4948 5.0742 -0.05 -1.85 1.31 -0.08
C 2.3721 5.5647 6.1265 1.30 0.40 0.83 -0.15
C 2.7862 4.3188 5.3759 0.18 -0.48 0.26 -0.08
H 0.9520 7.0372 5.5429 -0.19 0.01 -0.64 0.13
H 2.4602 7.1868 4.5870 0.00 -0.39 -0.26 0.14
H 1.6806 5.2145 6.8928 -0.29 0.74 0.03 0.13
H 3.2476 6.0213 6.5883 -0.19 -0.03 0.35 0.12
H 2.6735 3.4418 6.0133 0.62 -0.08 -0.15 0.13
H 3.8019 4.4883 5.0186 -0.03 -0.64 -0.39 0.13
O -1.0091 -1.3966 4.7673 1.13 -0.93 0.83 -0.09
C -0.5026 -2.3991 5.2767 -0.98 -0.18 -0.57 -0.40
O 0.7198 -2.4069 5.8393 -0.36 2.46 -0.85 0.03
C 1.0675 -3.6329 6.4040 0.53 -0.97 0.69 -0.19
C -0.1887 -4.3921 6.4364 -2.00 -2.47 0.46 -0.16
C -1.0988 -3.8183 5.3872 0.82 1.26 -1.01 -0.06
H 1.4371 -3.5281 7.4241 0.31 0.50 -0.21 0.14
H 1.7895 -4.1786 5.7965 0.21 0.50 -0.14 0.11
H -0.7185 -4.3628 7.3885 0.34 -0.07 0.23 0.13
H 0.0406 -5.4241 6.1708 -0.27 -0.17 0.44 0.13
H -2.1864 -3.8472 5.4531 0.28 0.16 0.67 0.12
H -0.9184 -4.3142 4.4334 0.21 0.18 -0.32 0.13
O 7.9148 -2.8563 -0.3133 -0.90 -0.51 0.96 0.12
C 6.7613 -2.6927 0.0043 0.41 -0.49 -0.57 -0.47
O 5.9476 -3.6148 0.6064 1.24 -1.09 -0.26 0.03
C 4.5883 -3.1836 0.7345 0.57 1.48 -0.42 -0.13
C 4.5283 -2.0058 -0.2468 -0.71 0.43 0.28 -0.14
C 5.9645 -1.4949 -0.3651 -1.18 0.16 -0.20 -0.08
H 4.5064 -2.8648 1.7736 -0.48 0.05 -0.11 0.09
H 3.8046 -3.9066 0.5079 0.64 -0.53 0.09 0.12
H 3.7644 -1.3209 0.1211 0.21 0.39 -0.10 0.09
H 4.2259 -2.2845 -1.2562 -0.24 -0.45 0.13 0.09
H 6.1905 -0.6343 0.2644 0.16 -0.04 -0.14 0.11
H 6.1768 -1.3123 -1.4185 0.26 0.55 0.19 0.12
O -0.3542 -6.9037 -0.4140 -0.24 1.26 -2.28 0.08
C -0.1961 -6.5441 -1.5823 0.80 -2.13 2.18 -0.46
O -1.1802 -6.4185 -2.4757 -1.79 -0.03 0.83 0.04
C -0.7433 -6.0885 -3.7755 1.90 0.73 -0.34 -0.15
C 0.7327 -6.5191 -3.7499 0.21 0.85 -0.81 -0.13
C 1.1243 -6.3701 -2.2833 0.30 0.20 -0.32 -0.07
H -0.7399 -5.0086 -3.9233 -0.38 0.16 0.26 0.10
H -1.3282 -6.4964 -4.5999 -0.25 -0.47 0.62 0.14
H 1.3026 -5.7988 -4.3368 0.14 -0.33 -0.32 0.10
H 0.8400 -7.5158 -4.1781 0.26 -0.06 0.36 0.12
H 1.5026 -5.3844 -2.0124 -0.24 0.52 -0.40 0.11
H 1.9784 -6.9733 -1.9755 -0.62 -0.61 0.27 0.13
O -3.3245 0.4479 2.6779 -0.68 -0.43 0.31 -0.08
C -4.2853 0.0218 2.0719 -1.11 0.49 1.42 -0.43
O -5.4831 -0.2919 2.7223 1.74 0.69 1.08 0.02
C -6.5356 -0.5908 1.8073 1.03 -0.88 -0.50 -0.15
C -5.9923 -0.0039 0.5576 -0.22 -0.19 -2.55 -0.15
C -4.4385 -0.0620 0.5928 -1.29 -0.30 1.28 -0.06
H -7.5499 -0.2401 1.9979 0.41 0.53 0.90 0.14
H -6.6169 -1.6741 1.7180 0.09 -0.14 0.19 0.12
H -6.3284 1.0245 0.4249 0.05 0.01 -0.13 0.10
H -6.4576 -0.6394 -0.1958 0.31 0.49 -0.80 0.12
H -3.8807 0.7914 0.2072 -0.22 -0.47 -0.44 0.03
H -4.0144 -1.0301 0.3263 0.06 0.03 -0.42 0.12
O -8.3653 4.2443 2.0158 3.40 0.41 1.39 0.09
C -7.2367 4.2263 2.5286 -2.36 -0.88 -1.08 -0.43
O -6.4911 5.3326 2.7850 -0.23 1.51 0.21 0.02
C -5.3054 5.1110 3.5954 -0.93 -2.30 0.36 -0.12
C -5.1181 3.6157 3.3409 1.76 -0.25 -0.43 -0.17
C -6.4378 2.9893 2.9344 0.30 0.36 0.64 -0.06
H -5.4370 5.2125 4.6726 -0.91 0.67 -0.05 0.12
H -4.4094 5.6875 3.3654 -0.55 0.26 -0.80 0.11
H -4.6153 3.1284 4.1764 0.00 -0.13 -0.10 0.12
H -4.4693 3.5968 2.4652 0.32 -0.48 0.02 0.08
H -6.8872 2.4143 3.7441 -0.38 0.37 0.12 0.14
H -6.2893 2.2438 2.1533 -0.28 0.45 -0.28 0.09
O -4.8532 -4.2972 -4.2459 1.50 2.09 1.13 0.10
C -4.0522 -3.4595 -3.8373 -0.40 -3.06 -2.26 -0.43
O -2.8864 -3.8552 -3.2303 -1.37 -0.32 -0.11 0.01
C -2.2214 -2.7328 -2.6986 0.92 -0.17 0.01 -0.19
C -3.1415 -1.5713 -2.8712 0.64 1.34 0.63 -0.16
C -4.0464 -1.9727 -4.0267 -0.55 0.92 1.63 -0.05
H -1.3292 -2.5273 -3.2901 0.35 -0.43 0.14 0.11
H -1.9657 -2.9216 -1.6560 0.11 -0.09 -0.12 0.11
H -2.4558 -0.7543 -3.0957 -0.50 0.51 -0.06 0.10
H -3.6114 -1.3424 -1.9147 -0.50 0.02 -0.25 0.10
H -3.6309 -1.5163 -4.9251 -0.21 -0.87 -0.40 0.13
H -5.0681 -1.6249 -3.8736 0.05 0.13 -0.31 0.13
O 4.3416 8.0735 0.3447 -0.70 0.53 0.03 0.12
C 3.8555 7.4234 -0.5385 3.81 -0.92 1.03 -0.50
O 2.5845 7.2831 -0.7738 -2.02 1.17 1.18 0.05
C 2.3360 6.2592 -1.6805 -0.03 -0.77 -0.86 -0.21
C 3.6319 6.1717 -2.4416 -0.03 -1.07 -2.12 -0.21
C 4.6977 6.4896 -1.4630 -0.71 1.27 0.91 -0.05
H 1.4917 6.5624 -2.2996 -0.01 -0.26 0.05 0.12
H 2.1374 5.3201 -1.1639 -0.23 0.00 0.16 0.11
H 3.5625 6.9166 -3.2343 0.32 -0.03 -0.17 0.13
H 3.7721 5.1905 -2.8951 -0.11 0.12 -0.17 0.06
H 5.5631 7.0510 -1.8153 -0.13 -0.16 -0.11 0.13
H 5.0361 5.6143 -0.9084 -0.05 0.07 0.19 0.12
```
Positions in Å, forces in eV/Å.

Computed properties:
Net charge ... +1
E ... -419089.434 eV
HOMO-LUMO gap ... 6.8388 eV
E_LUMO ... -2.5 eV

Record 2
C4H10FNO | ωB97M-V/def2-TZVPD

```
17
Properties=species:S:1:pos:R:3:forces:R:3:lowdin_charge:R:1
C 2.1186 0.7906 0.1405 1.18 -0.79 0.89 -0.12
C -1.7252 0.6029 1.8093 1.19 -0.90 -1.51 -0.04
C 0.8795 0.7238 -0.6474 -0.49 1.80 -2.11 -0.23
C -0.1532 -1.2386 -1.6803 -1.13 1.27 -3.75 -0.39
N 0.3302 -0.4908 -0.7313 0.70 -1.16 3.51 0.01
O -0.7953 -2.3782 -1.4826 -0.59 -0.65 0.10 0.08
F -0.6244 -0.4621 -2.8248 0.77 -1.53 2.10 -0.01
H 3.0948 0.7384 -0.4491 -1.16 -0.55 0.42 0.09
H 2.3348 1.6196 0.8125 -0.70 0.43 -0.07 0.06
H 1.9703 -0.0903 0.8179 1.10 0.53 -0.26 0.07
H -1.2665 -0.1807 2.3706 0.34 -0.46 0.90 0.00
H -0.9762 1.3950 1.6886 -0.36 -0.26 -0.46 0.02
H -2.5661 0.9628 2.3098 -1.41 0.53 0.79 -0.01
H 0.7124 1.3535 -1.5599 0.27 -0.68 1.03 0.12
H -2.0144 0.0564 0.8802 0.18 1.08 0.33 0.03
H 0.4394 -1.0662 0.1775 -0.12 1.01 -2.03 0.20
H -1.7588 -2.3360 -1.6315 0.22 0.33 0.11 0.13
```
Positions in Å, forces in eV/Å.

Computed properties:
Net charge ... 0
E ... -10561.612 eV
Energy relative to the best compared isomer or geometry (same formula, charge and spin) ... 86.9 kcal per mole
HOMO-LUMO gap (alpha / beta) ... 7.2086 / 7.2177 eV
E_LUMO (alpha / beta) ... 0.5 / 0.4 eV

- Which value of net charge does entry 2 give?
  0

- The highest E belongs to which entry?
  C4H10FNO

- net charge of number 1 (C75H112BaBr4N5O25)?
  +1